Below is a molecular structure, C50H133N12O17Pb in a non-equilibrium geometry, with properties calculated with ωB97M-V/def2-TZVPD.

Computed properties:
Spin multiplicity ... 1
LUMO energy ... -0.0700 Ha
Total charge ... +1

Last column: Mulliken charge in e.
CARTESIAN COORDINATES (ANGSTROEM)
Pb (-2.83805, -28.60401, 3.80612)  2.28
N (-5.35500, -26.94006, 3.71195)  0.74
O (-5.05594, -27.55088, 2.65872)  -0.58
O (-4.43323, -26.74469, 4.54422)  -0.72
O (-6.47911, -26.53739, 3.85749)  -0.75
C (-7.84834, -32.32328, -0.99009)  -1.61
C (-6.80544, -31.40123, -1.50256)  1.34
C (-6.46816, -30.21834, -0.58946)  0.47
O (-7.60073, -29.34415, -0.46254)  -0.73
C (-7.21225, -27.98080, -0.13963)  1.33
N (-5.54231, -32.09837, -1.84414)  -0.61
H (-7.30064, -33.12316, -0.42262)  0.50
H (-8.47355, -32.81847, -1.71941)  0.30
H (-8.51292, -31.80338, -0.26368)  0.03
H (-7.29106, -30.90329, -2.40063)  -0.34
H (-5.70945, -29.65564, -1.04551)  0.02
H (-6.09964, -30.58909, 0.38929)  -0.22
H (-8.04469, -27.36400, -0.38627)  -0.88
H (-6.30610, -27.68203, -0.60014)  0.04
H (-7.10186, -27.86629, 0.97176)  -0.26
H (-5.12247, -31.45456, -2.51534)  -0.04
H (-5.87861, -32.96726, -2.26680)  0.41
C (-1.93133, -24.05873, -1.38990)  -1.79
C (-2.14898, -24.25378, 0.06619)  1.31
C (-2.25192, -22.90091, 0.81928)  -1.26
O (-2.36527, -23.07091, 2.18796)  0.01
C (-2.64747, -21.79917, 2.81926)  -0.62
N (-3.24623, -25.22321, 0.33705)  0.14
H (-1.77023, -24.97711, -1.87850)  0.42
H (-1.06497, -23.37101, -1.52416)  0.49
H (-2.76438, -23.52240, -1.96628)  0.26
H (-1.23116, -24.75582, 0.37904)  -0.09
H (-3.15562, -22.36990, 0.44377)  0.39
H (-1.38013, -22.24318, 0.56609)  0.39
H (-2.52589, -21.95130, 3.93404)  -0.04
H (-3.54396, -21.31691, 2.40832)  0.34
H (-1.87528, -21.01495, 2.55714)  0.34
H (-3.89840, -25.18777, -0.43786)  -0.08
H (-3.73737, -25.03950, 1.23438)  -0.04
C (-8.57530, -25.86060, -3.15515)  -1.47
C (-9.39055, -25.46993, -1.95318)  1.15
C (-8.88328, -24.05170, -1.53920)  -1.10
O (-7.57435, -24.15173, -0.96144)  -0.18
C (-7.33585, -23.40236, 0.21185)  -0.82
N (-10.75925, -25.49982, -2.34466)  -0.51
H (-8.75208, -25.08738, -3.95208)  0.35
H (-8.78187, -26.88262, -3.51492)  0.49
H (-7.53143, -25.92249, -2.95358)  0.22
H (-9.28254, -26.05136, -1.07768)  -0.38
H (-9.56718, -23.64207, -0.86280)  0.45
H (-8.90723, -23.33981, -2.36003)  0.26
H (-7.57566, -23.94777, 1.09728)  0.26
H (-7.90091, -22.44193, 0.23944)  0.39
H (-6.32172, -23.14001, 0.09323)  0.31
H (-10.90070, -26.25171, -2.99997)  0.26
H (-11.45355, -25.53236, -1.60259)  0.39
C (-10.59829, -29.67115, 4.96184)  -1.90
C (-9.18765, -29.38503, 4.41230)  2.43
C (-8.95210, -30.09839, 3.04464)  -0.34
O (-9.04721, -31.51545, 3.23197)  -0.43
C (-9.58553, -32.36207, 2.19645)  -0.61
N (-9.07789, -27.93207, 4.15355)  1.76
H (-11.29010, -29.78019, 4.14572)  0.41
H (-10.97790, -28.83850, 5.57327)  0.45
H (-10.68685, -30.65744, 5.45652)  0.36
H (-8.44023, -29.81033, 5.06749)  -1.47
H (-7.95481, -29.80599, 2.55952)  -0.53
H (-9.77918, -29.85988, 2.31567)  0.61
H (-10.34481, -31.80465, 1.64073)  0.32
H (-10.09127, -33.17933, 2.72433)  0.32
H (-8.75681, -32.67257, 1.55954)  0.15
H (-8.33099, -27.55260, 3.62458)  -0.63
H (-9.19834, -27.38597, 5.00485)  -0.48
C (-10.57995, -24.39933, 5.98957)  -1.52
C (-9.11724, -24.71664, 5.63259)  0.57
C (-8.34208, -23.34562, 5.57352)  -1.03
O (-7.23732, -23.54829, 4.76133)  0.28
C (-6.56661, -22.33601, 4.50023)  -0.83
N (-8.49015, -25.69008, 6.55834)  0.24
H (-10.96685, -23.65408, 5.26065)  0.50
H (-10.70253, -24.09535, 7.03971)  0.33
H (-11.11845, -25.36644, 5.83293)  0.11
H (-9.03951, -25.17295, 4.67042)  -0.08
H (-8.01296, -23.09116, 6.58409)  0.19
H (-8.95517, -22.54664, 5.23043)  0.63
H (-7.21015, -21.56646, 3.99345)  0.29
H (-5.68477, -22.60261, 3.95290)  0.13
H (-6.35563, -21.85903, 5.44177)  0.33
H (-8.52701, -25.30323, 7.47511)  0.41
H (-7.49151, -25.71102, 6.30254)  -0.42
C (-6.93665, -27.98219, 8.50627)  -0.85
C (-7.89354, -29.08204, 8.94652)  -0.10
C (-9.36636, -28.70534, 8.68044)  0.09
O (-9.79511, -27.53278, 9.38697)  -0.40
C (-11.06658, -27.02961, 8.88853)  -0.65
N (-7.58929, -30.36467, 8.22070)  -0.46
H (-5.86874, -28.11795, 8.75550)  0.27
H (-7.24186, -27.08303, 9.02479)  0.61
H (-7.01448, -27.75231, 7.42843)  -0.32
H (-7.69686, -29.25753, 10.01068)  0.44
H (-10.08468, -29.47937, 8.93539)  0.44
H (-9.37231, -28.51090, 7.60618)  -0.20
H (-11.33834, -26.21293, 9.52302)  0.28
H (-11.86603, -27.76959, 9.10883)  0.34
H (-11.09446, -26.73823, 7.83160)  0.17
H (-8.14727, -31.10267, 8.71363)  0.32
H (-7.85308, -30.26035, 7.24582)  0.01
C (-2.45412, -21.29441, 9.16201)  -1.55
C (-2.36769, -22.17436, 7.89579)  0.14
C (-3.74718, -22.58335, 7.35818)  -0.34
O (-4.27833, -23.50929, 8.23813)  -0.46
C (-5.57502, -23.88551, 7.83105)  -0.54
N (-1.62581, -21.49375, 6.85433)  -0.55
H (-1.41777, -21.10772, 9.40729)  0.43
H (-2.99075, -21.74558, 9.93891)  0.37
H (-2.94901, -20.35025, 8.89780)  0.34
H (-1.88940, -23.11289, 8.09795)  0.26
H (-3.66891, -23.00424, 6.34881)  0.10
H (-4.42265, -21.74024, 7.25420)  0.52
H (-6.13700, -22.98416, 7.70259)  0.44
H (-5.95787, -24.47422, 8.70683)  0.16
H (-5.68128, -24.46043, 6.90456)  0.20
H (-0.60496, -21.41646, 7.04417)  0.28
H (-1.86566, -20.50678, 6.76814)  0.26
C (-11.06430, -25.19024, 1.85150)  -0.92
C (-12.29030, -26.05596, 2.21794)  0.22
C (-12.80346, -26.87834, 0.98460)  -0.42
O (-12.89345, -26.04054, -0.15536)  -0.39
C (-13.48218, -26.72204, -1.27627)  -0.94
N (-11.94323, -26.94140, 3.37319)  -0.36
H (-10.08192, -25.76483, 1.81630)  -0.09
H (-10.80337, -24.44612, 2.55477)  0.32
H (-11.23502, -24.75605, 0.85547)  0.42
H (-13.10284, -25.36589, 2.52771)  0.19
H (-13.81901, -27.24908, 1.20506)  0.39
H (-12.08483, -27.69241, 0.63952)  0.12
H (-13.36396, -26.08837, -2.17041)  0.34
H (-14.52211, -26.94386, -1.12161)  0.34
H (-12.96429, -27.66951, -1.54471)  0.34
H (-10.99198, -27.41719, 3.19331)  -0.19
H (-12.57300, -27.73148, 3.41353)  0.33
C (-5.80243, -30.35928, 4.70700)  -0.02
O (-4.45326, -30.57477, 5.15628)  -0.44
C (-4.34521, -30.57844, 6.53672)  -0.29
C (-3.01812, -29.98309, 7.03261)  -1.12
N (-2.94147, -28.58979, 6.55581)  0.31
C (-1.77584, -27.84653, 7.02396)  -0.75
C (-1.62550, -26.51600, 6.33898)  -0.37
O (-1.48764, -26.66663, 4.90875)  -0.30
C (-1.65625, -25.41410, 4.27230)  -0.17
H (-6.28468, -29.52781, 5.18592)  -0.03
H (-6.36068, -31.29551, 4.82942)  0.66
H (-5.63611, -30.13239, 3.66057)  -0.22
H (-4.47209, -31.55415, 6.91292)  0.57
H (-5.06299, -29.96404, 7.00711)  -0.05
H (-2.10096, -30.47044, 6.75500)  0.39
H (-3.13972, -30.11153, 8.14459)  0.34
H (-3.78506, -28.02491, 6.53527)  -0.13
H (-0.84087, -28.44072, 6.75245)  0.19
H (-1.75513, -27.65393, 8.10779)  0.40
H (-0.74531, -25.97641, 6.78879)  0.40
H (-2.49929, -25.80265, 6.50647)  0.09
H (-2.69673, -25.06197, 4.41457)  -0.01
H (-1.71146, -25.69881, 3.21692)  -0.34
H (-0.93373, -24.60650, 4.55807)  0.44
C (-3.67706, -26.53073, -2.72471)  -0.25
O (-4.18956, -27.72793, -3.36672)  -0.30
C (-3.20000, -28.71466, -3.67548)  0.03
C (-3.62444, -29.53629, -4.79029)  -1.18
N (-4.84157, -30.19669, -4.38121)  0.24
C (-5.18353, -31.27981, -5.25858)  -0.83
C (-6.69356, -31.60589, -5.35269)  -0.01
O (-6.70460, -33.01290, -5.66983)  -0.33
C (-7.99230, -33.56111, -5.86216)  -0.66
H (-2.78492, -26.19471, -3.28077)  0.58
H (-3.46347, -26.58604, -1.67676)  -0.47
H (-4.53226, -25.76380, -2.75433)  0.24
H (-3.02402, -29.38044, -2.79908)  -0.26
H (-2.22536, -28.27134, -3.93482)  0.63
H (-2.83760, -30.27693, -5.05887)  0.48
H (-3.71497, -28.91798, -5.68758)  0.37
H (-5.52481, -29.41311, -4.35086)  0.02
H (-4.60097, -32.18327, -4.87390)  0.25
H (-4.74352, -31.08201, -6.25892)  0.49
H (-7.18967, -31.03858, -6.16340)  0.44
H (-7.16112, -31.43747, -4.34154)  -0.04
H (-7.89691, -34.61880, -6.02951)  0.26
H (-8.39297, -33.02723, -6.78489)  0.27
H (-8.68886, -33.37473, -5.00682)  0.23
C (-3.60670, -32.08225, 2.19775)  -0.93
O (-3.23785, -30.76338, 1.94079)  0.15
C (-2.75189, -30.56046, 0.64225)  -0.94
C (-2.68900, -29.11698, 0.37287)  -0.39
N (-1.87709, -28.27917, 1.26390)  0.71
C (-0.43822, -28.57818, 1.22601)  -0.93
C (0.26773, -27.99308, 2.35464)  -0.37
O (-0.13046, -28.77458, 3.46493)  -0.03
C (0.68599, -28.62430, 4.61058)  -1.10
H (-4.02855, -32.19068, 3.20204)  0.11
H (-2.76894, -32.75920, 2.10228)  0.36
H (-4.33474, -32.41287, 1.52372)  0.28
H (-3.46794, -31.03400, -0.08632)  0.28
H (-1.77820, -31.06683, 0.50698)  0.57
H (-3.66588, -28.63901, 0.45199)  -0.18
H (-2.30392, -28.94845, -0.64034)  0.49
H (-2.03953, -27.32857, 1.07711)  -0.52
H (-0.04680, -28.29570, 0.23734)  0.36
H (-0.43405, -29.69294, 1.31416)  0.27
H (0.05120, -26.92744, 2.48405)  0.06
H (1.35301, -27.98765, 2.36086)  0.68
H (0.46450, -27.79657, 5.21526)  0.37
H (1.79960, -28.59063, 4.42267)  0.44
H (0.58218, -29.46233, 5.33687)  0.26

=====

Below is a molecular structure, C16H28AlBBeBr3Cl2F10NO8S in a non-equilibrium geometry, with properties calculated with ωB97M-V/def2-TZVPD.

Computed properties:
Spin multiplicity ... 1
LUMO energy ... -0.2020 Ha

Last column: Mulliken charge in e.
CARTESIAN COORDINATES (ANGSTROEM)
C (1.23640, -1.91884, -0.26858)  -0.34
C (1.48781, -0.43481, -0.65866)  -0.62
N (0.90861, 0.47488, 0.33710)  -0.11
S (-0.05080, 1.58994, -0.29446)  0.36
F (0.34570, 1.80014, -1.82159)  -0.07
B (-1.81758, 0.77865, -0.43415)  -0.20
O (-2.81028, 1.54257, -0.74554)  -0.18
C (-2.03886, -0.76102, -0.13203)  -0.19
C (-1.77774, -1.67107, -1.36048)  -0.34
H (0.31178, -1.96760, 0.30393)  -0.07
H (2.06629, -2.29520, 0.32243)  0.40
H (1.12743, -2.45285, -1.22619)  0.05
H (1.09162, -0.30527, -1.65889)  0.41
H (2.56723, -0.28787, -0.62901)  0.38
H (1.82293, 1.06770, 0.87675)  0.24
H (-3.26474, 1.15352, -1.65663)  0.41
H (-1.45250, -1.01838, 0.75514)  0.32
H (-3.08132, -0.88522, 0.14650)  0.13
H (-1.67317, -2.70773, -1.01523)  -0.46
H (-2.65365, -1.60677, -2.00277)  0.51
H (-0.90287, -1.33816, -1.92170)  0.24
F (-3.86849, 0.79532, -2.78374)  -0.76
Al (0.49254, -4.33629, -1.54523)  0.64
C (4.09957, -5.45008, 2.61444)  -1.14
C (3.70744, -5.47319, 1.16366)  0.78
O (2.83928, -4.73694, 0.73475)  -0.44
C (4.43227, -6.44136, 0.26798)  -1.15
H (3.50130, -4.71015, 3.14102)  0.29
H (3.92538, -6.42951, 3.06204)  0.35
H (5.15306, -5.18530, 2.71104)  0.36
H (4.27259, -7.46232, 0.61688)  0.36
H (5.49959, -6.21837, 0.26553)  0.36
H (4.05300, -6.35307, -0.74788)  0.26
C (2.44803, 4.21244, -3.37494)  -0.64
C (3.60435, 3.44362, -4.03808)  0.87
C (5.03059, 3.83331, -3.64610)  0.05
F (5.31538, 5.10864, -3.96689)  -0.23
F (5.90989, 3.04453, -4.31911)  -0.28
F (3.46318, 3.48691, -5.38313)  -0.30
F (3.45402, 2.13271, -3.67489)  -0.32
O (1.84363, 5.26683, -4.11467)  -0.42
C (2.36406, 6.53630, -4.10171)  0.80
C (2.84144, 6.96858, -5.49062)  0.19
F (3.79324, 6.13947, -5.96128)  -0.22
F (3.37591, 8.21129, -5.42111)  -0.27
F (3.32732, 6.66419, -3.17110)  -0.28
F (1.36278, 7.36972, -3.74116)  -0.30
H (1.64772, 3.48762, -3.26461)  0.33
H (2.69336, 4.51921, -2.36145)  0.42
H (5.18971, 3.68891, -2.57417)  0.31
H (2.00626, 6.97586, -6.19344)  0.23
O (-6.24732, -0.59036, 3.99686)  -0.37
C (-5.60806, -1.15240, 3.11674)  -0.18
C (-3.78049, -0.96758, 3.62923)  -0.32
O (-3.11182, -1.51224, 2.75186)  -0.41
H (-5.62734, -0.73732, 2.09080)  0.28
H (-5.72596, -2.24587, 2.98018)  0.27
H (-3.76569, -1.38988, 4.65087)  0.34
H (-3.67413, 0.12192, 3.77616)  0.32
C (-2.33391, -4.92495, 1.77746)  0.38
Br (-2.95986, -6.13312, 3.12804)  -0.03
Br (-0.40964, -4.99368, 1.60725)  0.03
Br (-3.18892, -5.22662, 0.07840)  -0.05
H (-2.58961, -3.92214, 2.09452)  -0.21
Cl (0.79226, 4.13755, -0.69197)  -0.35
C (-7.19977, 1.58163, 6.93680)  0.94
O (-7.14339, 0.47066, 7.44026)  -0.57
O (-7.69662, 1.67124, 5.66327)  -0.41
O (-6.83980, 2.71486, 7.45475)  -0.64
H (-7.86146, 0.72091, 5.54810)  0.35
Be (-7.58232, 2.98595, 9.11994)  0.45
Cl (3.05931, 2.02741, 1.23533)  -0.54

=====

| no. | HOMO level (eV) |
| --- | --- |
| 1 | -10.0784 |
| 2 | -6.6009 |